1.
Formula: C4H10NO
Source: the OMol25 dataset
Level of theory: wB97M-V/def2-TZVPD

Properties
- energy relative to the best compared isomer or geometry (same formula, charge and spin) (kcal per mole) = 70.3
- net charge = +1
- 2S+1 = 1
- energy (eV) = -7838.2673
- LUMO level (spin up / spin down) (eV) = -4.61 / -4.61
- HOMO energy (spin up / spin down) (eV) = -13.37 / -13.37

Element x y z (Å)
C 1.1924 0.9606 1.0640
C 0.8885 0.1392 0.0287
C 1.2018 -1.3307 -0.0144
C -2.0265 0.3449 -0.3598
N 0.0028 0.6732 -0.9598
O -1.8262 -0.2173 0.8025
H 0.7888 1.9329 1.1236
H 2.0841 0.8874 1.7343
H 1.9106 -1.5658 0.6972
H 1.6545 -1.5523 -1.0597
H 0.4519 -2.1416 0.1381
H -2.0993 1.3965 -0.0852
H -2.3662 -0.0794 -1.2820
H 0.1421 1.6739 -0.9960
H -0.1788 0.0661 -1.7593
H -1.8205 -1.1876 0.9277

2.
Formula: C4H10NO
Source: the OMol25 dataset
Level of theory: wB97M-V/def2-TZVPD

Properties
- energy relative to the best compared isomer or geometry (same formula, charge and spin) (kcal per mole) = 107.3
- net charge = +1
- 2S+1 = 1
- energy (eV) = -7836.6624
- LUMO level (eV) = -4.61
- HOMO energy (eV) = -14.19

Element x y z (Å)
C -2.1046 1.6029 0.1214
C -2.1914 0.4152 -0.4485
C 1.6478 0.7668 -0.0213
C 0.9183 -1.6372 -0.4573
N 0.7336 -0.3098 0.3689
O 2.5145 0.6814 0.8972
H -2.1184 1.8078 1.1937
H -1.9265 2.4323 -0.5586
H -1.9132 0.0303 -1.5079
H -2.5541 -0.5016 0.0940
H 0.9455 -2.5186 0.1429
H 0.1818 -1.6221 -1.3016
H 1.8714 -1.5768 -1.0017
H 0.8434 -0.5203 1.4571
H -0.2822 -0.0835 0.2642
H 3.4342 1.0331 0.7574

3.
Formula: C4H10NO
Source: the OMol25 dataset
Level of theory: wB97M-V/def2-TZVPD

Properties
- energy relative to the best compared isomer or geometry (same formula, charge and spin) (kcal per mole) = 148.7
- net charge = +1
- 2S+1 = 1
- energy (eV) = -7834.8688
- LUMO level (spin up / spin down) (eV) = -6.13 / -5.27
- HOMO energy (spin up / spin down) (eV) = -14.06 / -14.44

Element x y z (Å)
C 1.5911 0.4013 -0.1929
C 2.1835 -0.8736 -0.1523
C -1.0590 1.5637 -0.3802
C -1.7951 -1.2020 -0.4323
N -0.2855 0.5512 0.2225
O -0.7084 -0.6968 0.3375
H 2.0290 1.3480 0.0538
H 3.0452 -0.8139 -0.8376
H 1.5109 -1.6840 -0.4345
H 2.6420 -1.0958 0.8241
H -1.9294 1.7222 0.2706
H -1.4320 1.3190 -1.3828
H -0.4802 2.4825 -0.4146
H -1.6620 -1.0088 -1.4988
H -2.7501 -0.7984 -0.0890
H -1.7748 -2.2750 -0.2435

4.
Formula: C4H10NO2
Source: the OMol25 dataset
Level of theory: wB97M-V/def2-TZVPD

Properties
- energy relative to the best compared isomer or geometry (same formula, charge and spin) (kcal per mole) = 66.8
- net charge = -1
- 2S+1 = 1
- energy (eV) = -9894.5479
- LUMO level (eV) = 4.40
- HOMO energy (eV) = -3.41

Element x y z (Å)
O -1.9179 -1.0092 0.4937
C -1.4190 0.0845 0.7560
C -0.8590 0.4448 2.0799
N 0.1227 1.5358 1.9172
H -1.7396 0.9977 0.1841
H -1.6582 0.8367 2.7480
H -0.4687 -0.4604 2.5533
H 0.9091 1.5250 2.5730
H 0.4332 1.5088 0.9296
C 0.0926 -0.5024 -1.5987
O 0.2529 0.3882 -0.5385
C 1.4876 -0.9358 -1.9925
H -0.2441 0.0602 -2.4567
H -0.5693 -1.3707 -1.4137
H 1.5499 -1.6435 -2.8534
H 2.0254 -1.4391 -1.1566
H 2.0022 -0.0207 -2.2245

5.
Formula: C4H10NO2
Source: the OMol25 dataset
Level of theory: wB97M-V/def2-TZVPD

Properties
- energy relative to the best compared isomer or geometry (same formula, charge and spin) (kcal per mole) = 8.0
- net charge = -1
- 2S+1 = 1
- energy (eV) = -9897.0987
- LUMO level (eV) = 4.32
- HOMO energy (eV) = -4.18

Element x y z (Å)
N 2.3789 -2.3014 0.6290
C 1.3081 -1.3336 0.4585
O 1.4086 -0.2081 1.0381
O 0.3657 -1.7516 -0.2582
H 2.8167 -2.1558 1.5343
H 2.1455 -3.2543 0.4142
C -1.7859 0.2894 -1.0262
C -1.1277 0.8766 0.2456
C -0.0149 1.8390 -0.1370
H -2.2531 0.9982 -1.7056
H -2.5253 -0.4812 -0.7788
H -0.9642 -0.2451 -1.5165
H -0.6937 0.1223 0.9020
H -1.8940 1.4534 0.7892
H 0.4406 2.1184 0.8204
H 0.7837 1.3316 -0.7048
H -0.3889 2.7023 -0.7043

6.
Formula: C4H10NO2
Source: the OMol25 dataset
Level of theory: wB97M-V/def2-TZVPD

Properties
- energy relative to the best compared isomer or geometry (same formula, charge and spin) (kcal per mole) = 18.4
- net charge = +1
- 2S+1 = 1
- energy (eV) = -9888.7921
- LUMO level (eV) = -3.75
- structure (SMILES) = CC[C@H]([NH3+])C(=O)O
- HOMO energy (eV) = -15.26

Element x y z (Å)
C 0.9320 -1.2617 -1.3857
C 0.9768 -0.0233 -0.4976
C -0.0049 -0.0403 0.6894
N -1.3628 -0.5398 0.3272
C -0.0653 1.3707 1.2331
O 0.5825 1.7974 2.1282
O -1.0105 2.0458 0.5434
H -0.0852 -1.5695 -1.6268
H 1.4416 -2.0854 -0.8978
H 1.5359 -1.0568 -2.2544
H 1.9459 0.2358 -0.0769
H 0.7227 0.8525 -1.1054
H 0.4662 -0.7332 1.3614
H -1.8718 -0.7218 1.1914
H -1.3496 -1.4445 -0.1513
H -1.8273 0.1762 -0.2344
H -1.0260 2.9977 0.7564

7.
Formula: C4H10NO2
Source: the OMol25 dataset
Level of theory: wB97M-V/def2-TZVPD

Properties
- energy relative to the best compared isomer or geometry (same formula, charge and spin) (kcal per mole) = 16.2
- net charge = +1
- 2S+1 = 1
- energy (eV) = -9888.8866
- LUMO level (eV) = -3.82
- structure (SMILES) = C[C@@H]([NH3+])CC(=O)O
- HOMO energy (eV) = -14.63

Element x y z (Å)
C -0.4223 -1.6151 -0.0119
C 0.0315 -0.3069 0.5862
N 1.3921 -0.5509 1.2853
C 0.2729 0.8163 -0.4271
C -1.0535 1.3280 -0.9170
O -2.1256 0.9847 -0.5323
O -0.8382 2.3447 -1.7724
H -0.5045 -1.5893 -1.1002
H 0.1567 -2.5056 0.2191
H -1.4281 -1.8666 0.3317
H -0.7065 0.0619 1.2971
H 1.3142 -1.3576 1.9165
H 2.2216 -0.6996 0.7264
H 1.5344 0.2322 1.9330
H 0.8372 1.6698 -0.0343
H 0.9580 0.4830 -1.2123
H -1.6399 2.5710 -2.2878

8.
Formula: C4H10NO2
Source: the OMol25 dataset
Level of theory: wB97M-V/def2-TZVPD

Properties
- energy relative to the best compared isomer or geometry (same formula, charge and spin) (kcal per mole) = 113.5
- net charge = +1
- 2S+1 = 1
- energy (eV) = -9884.6653
- LUMO level (eV) = -5.08
- HOMO energy (eV) = -13.12

Element x y z (Å)
C -2.6368 0.5338 0.6057
C -1.7658 -0.4911 -0.6881
C 1.1500 0.1482 1.1003
C 2.1096 -0.5737 -1.0103
N 1.0085 0.1385 -0.3275
O -1.8914 -0.7329 0.6073
O -2.4690 0.5696 -0.8613
H -3.6018 0.5603 0.8730
H -2.0596 1.2352 1.1473
H -1.1892 -0.9677 -1.4119
H 2.1804 0.3501 1.3135
H 0.4806 1.0857 1.4035
H 0.7253 -0.6757 1.5050
H 2.9978 -0.1468 -0.6587
H 2.1035 -1.7210 -0.8575
H 1.9244 -0.3637 -2.0241
H 0.9338 1.0512 -0.7163

9.
Formula: C4H10NO2S
Source: the OMol25 dataset
Level of theory: wB97M-V/def2-TZVPD

Properties
- energy relative to the best compared isomer or geometry (same formula, charge and spin) (kcal per mole) = 64.3
- net charge = -1
- 2S+1 = 1
- energy (eV) = -20730.1482
- LUMO level (eV) = 3.67
- HOMO energy (eV) = -3.19

Element x y z (Å)
C -0.8810 0.4013 -1.4648
C -0.3517 1.4701 -0.5620
S -1.4871 1.8657 0.8502
C -0.1704 -0.9915 -1.2968
N 0.3860 -1.5081 -0.2074
C 0.0049 -1.4189 1.1873
O -0.0279 -1.5893 -2.4182
H -1.9714 0.1407 -1.4002
H -0.7048 0.5187 -2.5676
H 0.7410 1.3312 -0.4009
H -0.5506 2.3135 -1.2600
H 0.9075 -2.4173 -0.5126
H -0.7692 -0.3760 1.2995
H 0.9538 -1.3687 1.5790
H -0.5434 -2.4119 1.7120
H 1.1400 1.9999 1.8378
H 1.5001 0.6898 1.5417
O 1.8242 1.3506 2.0830

10.
Formula: C4H10NO2S
Source: the OMol25 dataset
Level of theory: wB97M-V/def2-TZVPD

Properties
- energy relative to the best compared isomer or geometry (same formula, charge and spin) (kcal per mole) = 142.5
- net charge = -1
- 2S+1 = 1
- energy (eV) = -20726.7571
- LUMO level (spin up / spin down) (eV) = 3.61 / 3.83
- HOMO energy (spin up / spin down) (eV) = -3.12 / -4.02

Element x y z (Å)
C 2.4049 -0.7540 -0.5260
C -2.7423 0.6992 1.5880
C 1.3206 -0.6804 -1.5891
C -0.0737 -1.1374 -1.1482
N -1.9491 1.4504 0.7329
O 0.2186 2.2063 -0.0696
O 0.3895 0.6851 1.8946
S -0.3748 1.1019 0.6538
H 1.9652 -0.7581 0.3602
H 2.9193 -1.7981 -0.5945
H 3.1931 -0.0341 -0.5971
H -3.4908 1.3493 1.9224
H -2.4047 0.2508 2.5589
H -3.1455 -0.0713 0.9035
H 1.5230 -1.3085 -2.5839
H 1.2281 0.5079 -1.9557
H -0.8634 -0.3746 -1.4440
H -0.1179 -1.3343 -0.1060